(1)
Formula: C26H38BrN2O3
Source: OMol25
Level of theory: ωB97M-V/def2-TZVPD

Cartesian coordinates (Å):
C 1.09 -1.53 3.26
C -0.26 -1.49 2.81
C -0.87 -2.37 1.69
O -1.87 -3.02 1.93
O -0.34 -2.48 0.41
C 0.44 -1.30 0.08
C 0.75 -1.33 -1.46
C 1.69 -0.08 -1.77
C 0.79 1.07 -2.40
C 0.51 2.20 -1.30
C -0.84 2.94 -1.70
C -1.96 2.87 -0.62
C -3.21 2.24 -0.92
N -4.29 2.17 -0.02
C -5.52 1.48 -0.50
O -5.99 0.47 0.35
C -5.05 -0.62 0.50
C -4.13 2.73 1.22
Br -5.59 2.71 2.51
C -2.90 3.39 1.67
C -1.77 3.48 0.74
N -0.54 4.15 1.12
C 0.17 3.20 2.07
C 1.73 3.46 2.13
C 2.62 2.20 1.84
C 4.06 2.72 1.36
H 1.50 -2.32 3.93
H 1.76 -0.70 2.91
H -0.95 -0.75 3.33
H -0.17 -0.38 0.33
H 1.42 -1.26 0.63
H 1.27 -2.28 -1.76
H -0.23 -1.27 -2.02
H 2.49 -0.33 -2.51
H 2.13 0.24 -0.79
H 1.31 1.49 -3.30
H -0.21 0.71 -2.75
H 1.35 2.94 -1.41
H 0.46 1.78 -0.27
H -0.58 4.03 -1.83
H -1.27 2.57 -2.67
H -3.35 1.80 -1.94
H -5.34 1.11 -1.55
H -6.32 2.27 -0.60
H -5.32 -1.47 -0.18
H -3.97 -0.33 0.40
H -5.18 -1.00 1.56
H -2.80 3.81 2.69
H -0.81 4.94 1.71
H -0.28 3.28 3.09
H -0.04 2.15 1.70
H 2.00 4.30 1.43
H 1.96 3.80 3.18
H 2.83 1.58 2.76
H 2.20 1.51 1.06
H 4.64 1.92 0.83
H 3.89 3.56 0.63
H 4.64 3.13 2.23
C 3.97 -6.18 -2.57
C 3.03 -5.72 -3.49
C 1.75 -5.39 -3.07
C 1.41 -5.51 -1.73
C 2.34 -5.96 -0.81
C 3.62 -6.31 -1.23
H 4.97 -6.45 -2.90
H 3.30 -5.62 -4.54
H 1.02 -5.03 -3.79
H 0.41 -5.24 -1.40
H 2.08 -6.05 0.24
H 4.35 -6.67 -0.52

## Properties
HOMO-LUMO gap (eV): 6.12
Relative energy (zero: lowest compared OMol25 entry of this formula, charge and spin) (kJ/mol): 285.0
LUMO level (eV): -4.265
Largest force on an atom (eV Å⁻¹): 3.6
Total charge: +1

***

(2)
Formula: C46H41IN3PPb
Source: OMol25
Level of theory: ωB97M-V/def2-TZVPD

Cartesian coordinates (Å):
Pb -0.26 0.12 1.00
I -0.94 -1.05 3.93
C -2.93 -0.70 3.40
C -3.83 -0.74 4.42
C -5.21 -0.58 4.14
C -5.62 -0.41 2.86
C -4.69 -0.36 1.79
C -5.17 -0.20 0.46
C -4.31 -0.11 -0.59
C -2.92 -0.14 -0.34
C -2.42 -0.32 0.91
C -3.29 -0.47 2.04
H -3.51 -0.92 5.43
H -5.92 -0.61 4.96
H -6.68 -0.32 2.63
H -6.24 -0.14 0.30
H -4.67 0.02 -1.60
H -2.24 0.02 -1.15
N 2.70 -1.00 0.84
C 2.65 -2.35 1.29
C 3.75 -3.00 1.79
C 3.69 -4.36 2.16
C 2.54 -5.06 1.99
C 1.38 -4.41 1.51
C 0.16 -5.10 1.36
C -0.96 -4.43 0.95
C -0.86 -3.05 0.75
N 0.26 -2.36 0.87
C 1.41 -3.03 1.20
H 3.54 -0.53 1.14
H 2.69 -1.00 -0.18
H 4.69 -2.46 1.86
H 4.58 -4.84 2.54
H 2.49 -6.12 2.23
H 0.12 -6.17 1.57
H -1.91 -4.93 0.83
H -1.75 -2.48 0.50
C -2.17 2.74 2.23
N -1.32 2.59 1.03
C -2.08 3.00 -0.16
C -0.11 3.40 1.17
C 0.84 2.78 2.17
C 1.55 3.58 3.07
C 2.44 3.02 3.97
C 2.65 1.65 4.00
C 1.96 0.83 3.12
C 1.07 1.42 2.23
H -2.45 3.79 2.36
H -1.63 2.41 3.12
H -3.07 2.15 2.12
H -2.37 4.06 -0.09
H -2.98 2.40 -0.24
H -1.47 2.87 -1.05
H -0.36 4.43 1.47
H 0.37 3.45 0.20
H 1.38 4.65 3.05
H 2.97 3.67 4.66
H 3.34 1.21 4.71
H 2.11 -0.24 3.14
C -1.52 -0.57 -6.05
C -2.23 -0.94 -4.93
C -1.72 -0.69 -3.66
C -0.49 -0.06 -3.51
C 0.23 0.30 -4.65
C -0.28 0.05 -5.91
P 0.38 0.26 -1.91
C 1.02 1.95 -1.99
C 2.05 2.32 -1.11
C 2.54 3.62 -1.11
C 1.99 4.57 -1.96
C 0.95 4.22 -2.81
C 0.47 2.92 -2.84
C 1.82 -0.83 -2.19
C 3.10 -0.37 -2.50
C 4.12 -1.28 -2.76
C 3.87 -2.64 -2.71
C 2.60 -3.11 -2.42
C 1.57 -2.21 -2.16
H -1.93 -0.76 -7.04
H -3.19 -1.45 -5.03
H -2.29 -1.03 -2.81
H 1.21 0.77 -4.57
H 0.28 0.34 -6.79
H 2.47 1.59 -0.43
H 3.34 3.88 -0.43
H 2.37 5.58 -1.95
H 0.52 4.96 -3.48
H -0.33 2.66 -3.52
H 3.30 0.69 -2.56
H 5.11 -0.91 -3.02
H 4.67 -3.34 -2.92
H 2.40 -4.17 -2.39
H 0.57 -2.57 -1.95

## Properties
HOMO-LUMO gap (eV): 7.06
Relative energy (zero: lowest compared OMol25 entry of this formula, charge and spin) (kJ/mol): 220.1
LUMO level (eV): -6.231
Largest force on an atom (eV Å⁻¹): 0.6
Total charge: +2

***

(3)
Formula: C5H21NO5
Source: OMol25
Level of theory: ωB97M-V/def2-TZVPD

Cartesian coordinates (Å):
C 0.70 -1.32 -4.55
O 1.23 -0.49 -3.56
C 0.53 -0.58 -2.34
C 1.32 0.06 -1.18
C 2.34 -0.90 -0.59
N 0.35 0.42 -0.12
H 0.55 -2.34 -4.18
H 1.36 -1.30 -5.42
H -0.28 -0.98 -4.92
H -0.43 -0.05 -2.44
H 0.35 -1.63 -2.10
H 1.90 0.86 -1.66
H 2.81 -0.46 0.29
H 3.13 -1.13 -1.30
H 1.94 -1.87 -0.26
H -0.25 1.12 -0.58
H 0.86 1.16 0.38
C -0.37 -2.67 2.01
O -0.49 -1.26 2.09
H -0.45 -2.91 0.95
H 0.57 -3.07 2.43
H -1.08 -3.19 2.65
H -0.16 -0.87 1.26
O -1.90 1.92 1.67
H -1.81 1.03 1.29
H -1.11 2.04 2.22
O 0.16 2.46 3.76
H 0.07 1.59 4.17
H -0.44 3.03 4.25
O -3.88 3.81 2.31
H -4.27 4.32 1.58
H -3.25 3.20 1.88

## Properties
HOMO-LUMO gap (eV): 10.65
SMILES: COC[C@H](C)N.CO.O.O.O
Relative energy (zero: lowest compared OMol25 entry of this formula, charge and spin) (kJ/mol): 131.4
LUMO level (eV): 0.592
Largest force on an atom (eV Å⁻¹): 2.8

***

(4)
Formula: C16H19Cl2HoN3O2P
Source: OMol25
Level of theory: ωB97M-V/def2-TZVPD

Cartesian coordinates (Å):
C 0.55 -3.17 -1.25
C -0.05 -1.90 -0.90
H -0.18 -3.91 -1.59
H 1.08 -3.58 -0.36
H 1.25 -2.98 -2.07
O -0.97 -1.48 -0.21
Cl 1.91 -0.78 -0.39
Ho 0.26 0.90 0.80
P -0.06 0.69 -2.24
C -1.58 1.30 -3.06
C 1.06 2.11 -2.58
H 1.53 -0.82 -3.33
H 0.56 0.14 -4.50
H -0.16 -1.28 -3.69
C 0.53 -0.43 -3.56
H 2.03 1.93 -2.13
H 1.15 2.21 -3.67
H -1.35 1.52 -4.11
H -1.91 2.21 -2.54
H 0.63 3.02 -2.15
H -2.36 0.54 -2.98
C -2.06 0.82 0.03
O -3.20 0.72 -0.15
Cl 0.64 3.25 1.40
N -0.32 1.77 10.92
C -0.27 1.32 9.84
C -0.21 0.77 8.50
C -0.96 1.36 7.48
C -0.90 0.85 6.18
C -0.12 -0.28 5.93
C 0.61 -0.90 6.96
C 0.57 -0.36 8.25
N 0.03 -0.73 4.60
C 0.59 -1.95 4.20
C 0.64 -1.93 2.84
N 0.13 -0.69 2.40
C -0.25 -0.03 3.50
H -1.58 2.23 7.71
H -1.45 1.32 5.37
H 1.23 -1.77 6.75
H 1.16 -0.81 9.06
H 0.85 -2.71 4.92
H 1.00 -2.67 2.15
H -0.70 0.94 3.51

## Properties
HOMO-LUMO gap (alpha / beta) (eV): 5.31 / 5.31
2S+1: 5
LUMO level (alpha / beta) (eV): -9.028 / -9.020
Largest force on an atom (eV Å⁻¹): 7.7
Total charge: +2

***

(5)
Formula: C5H8N
Source: OMol25
Level of theory: ωB97M-V/def2-TZVPD

Cartesian coordinates (Å):
C -0.30 -2.83 0.79
C -1.49 -2.60 0.18
C 1.11 0.15 -0.86
C -0.64 -1.53 0.39
C -0.41 1.29 0.46
N 0.91 0.93 0.14
H 0.34 -3.64 1.06
H -2.42 -2.87 -0.32
H 2.11 -0.16 -0.94
H 0.31 -0.16 -1.55
H -0.66 0.32 1.11
H -0.40 2.15 1.07
H -1.00 1.20 -0.41
H 1.64 1.23 0.79

## Properties
HOMO-LUMO gap (alpha / beta) (eV): 9.29 / 9.29
Relative energy (zero: lowest compared OMol25 entry of this formula, charge and spin) (kJ/mol): 514.3
LUMO level (alpha / beta) (eV): -4.147 / -4.147
Largest force on an atom (eV Å⁻¹): 3.5
Total charge: +1

***

(6)
Formula: C49H46N5O5TeTi
Source: OMol25
Level of theory: ωB97M-V/def2-TZVPD

Cartesian coordinates (Å):
Ti 0.42 -0.31 -0.10
C -1.16 0.69 3.78
C -0.69 -0.30 2.75
O -0.34 0.23 1.62
C -0.69 -1.64 2.99
C -0.23 -2.62 2.04
C -0.14 -4.05 2.50
N 0.16 -2.26 0.85
N 0.71 -3.32 0.10
C 1.25 -2.84 -0.98
O 1.22 -1.60 -1.34
C 2.05 -3.82 -1.79
C 1.93 -5.19 -1.60
C 2.70 -6.07 -2.33
C 3.62 -5.59 -3.26
C 3.74 -4.22 -3.46
C 2.95 -3.34 -2.73
H -2.00 1.26 3.38
H -0.36 1.40 3.98
H -1.46 0.20 4.71
H -1.04 -2.00 3.95
H -0.63 -4.16 3.46
H 0.91 -4.35 2.58
H -0.60 -4.72 1.77
H 1.22 -5.55 -0.86
H 2.60 -7.14 -2.18
H 4.23 -6.28 -3.84
H 4.44 -3.84 -4.19
H 3.02 -2.27 -2.86
C 3.57 -0.16 -4.77
C 3.00 0.31 -3.44
O 1.86 0.70 -3.34
N 3.88 0.26 -2.39
C 3.61 0.90 -1.12
C 3.74 0.00 0.09
C 5.00 -0.33 0.57
C 5.13 -1.06 1.74
C 3.98 -1.41 2.43
C 2.76 -1.03 1.89
N 2.63 -0.37 0.74
H 2.76 -0.53 -5.38
H 4.33 -0.93 -4.65
H 4.02 0.70 -5.27
H 4.83 0.03 -2.62
H 2.62 1.34 -1.16
H 4.33 1.71 -0.98
H 5.88 0.00 0.02
H 6.11 -1.33 2.12
H 4.00 -1.95 3.36
H 1.84 -1.27 2.40
C -2.34 5.73 -2.79
C -1.53 4.61 -2.19
C -0.23 4.82 -1.77
C 0.51 3.74 -1.25
C 1.91 4.04 -0.83
O 2.89 3.84 -1.52
C 2.10 4.70 0.53
C 1.04 4.78 1.42
C 1.22 5.35 2.68
C 2.46 5.84 3.04
C 3.53 5.76 2.15
C 3.34 5.18 0.90
C -0.03 2.48 -1.07
O 0.69 1.55 -0.46
C -1.38 2.23 -1.51
C -2.07 3.34 -2.07
C -2.01 0.94 -1.46
N -1.35 -0.22 -1.10
C -2.15 -1.45 -1.06
C -3.05 -1.50 0.18
Te -3.58 -3.50 0.72
C -3.81 -3.12 2.77
C -4.11 -1.85 3.26
C -4.20 -1.63 4.63
C -4.00 -2.67 5.53
C -3.72 -3.94 5.05
C -3.61 -4.16 3.68
C -3.43 0.88 -1.90
C -3.80 0.26 -3.09
C -5.14 0.18 -3.47
C -6.13 0.73 -2.68
C -5.78 1.37 -1.49
C -4.44 1.43 -1.11
H -1.79 6.67 -2.78
H -3.28 5.89 -2.25
H -2.61 5.52 -3.83
H 0.23 5.80 -1.85
H 0.07 4.37 1.13
H 0.39 5.41 3.37
H 2.60 6.29 4.01
H 4.50 6.14 2.43
H 4.16 5.10 0.19
H -3.08 3.19 -2.45
H -1.46 -2.29 -1.04
H -2.76 -1.57 -1.96
H -3.97 -0.95 0.05
H -2.50 -1.10 1.04
H -4.27 -1.02 2.58
H -4.42 -0.63 4.99
H -4.07 -2.49 6.59
H -3.55 -4.76 5.74
H -3.35 -5.15 3.32
H -3.03 -0.15 -3.73
H -5.40 -0.30 -4.41
H -7.17 0.67 -2.97
H -6.54 1.80 -0.86
H -4.16 1.93 -0.19

## Properties
HOMO-LUMO gap (alpha / beta) (eV): 4.33 / 6.92
2S+1: 3
Relative energy (zero: lowest compared OMol25 entry of this formula, charge and spin) (kJ/mol): 26.0
LUMO level (alpha / beta) (eV): 2.279 / 2.278
Largest force on an atom (eV Å⁻¹): 1.5
Total charge: -1

***

Q: Among the records above, which one has the lowest largest force on an atom?
A: C46H41IN3PPb

***

Q: What is the formula in the first record?
A: C26H38BrN2O3

***

Q: Which of these has the highest largest force on an atom?
A: C16H19Cl2HoN3O2P

***

Q: Which of these has the lowest largest force on an atom?
A: C46H41IN3PPb